(1)
Entry from OMol25: 16 unconnected molecules or ions with the total composition C60H148N4O28 at a distorted geometry (ωB97M-V with the def2-TZVPD basis set).

```
240
Properties=species:S:1:pos:R:3
C -25.61486 -1.76849 5.15438
C -26.64777 -0.98202 4.36601
C -27.06352 -1.80786 3.14067
C -28.13191 -2.85783 3.53792
C -29.34175 -2.19118 4.16415
C -28.92944 -1.47679 5.44845
N -27.85080 -0.53489 5.12893
O -27.41580 0.19526 6.26510
C -30.12965 -0.61918 5.90044
C -28.67022 -2.42939 6.63286
C -25.92841 0.28434 3.86950
H -25.31554 -1.22503 6.05605
H -24.70283 -1.91549 4.57794
H -25.96880 -2.69368 5.61552
H -27.47767 -1.22174 2.31763
H -26.27164 -2.41629 2.70039
H -27.71868 -3.56229 4.26169
H -28.44853 -3.39551 2.64189
H -30.11428 -2.93573 4.37941
H -29.83921 -1.52174 3.45692
H -29.91540 -0.13996 6.86038
H -30.30457 0.21734 5.21816
H -31.05167 -1.18659 6.02460
H -28.39006 -1.80230 7.48058
H -29.56948 -2.97729 6.90094
H -27.81724 -3.05080 6.36319
H -26.55607 0.97268 3.30198
H -25.05482 -0.03772 3.31053
H -25.63132 0.88458 4.73225
H -27.74366 1.08770 6.08338
C -20.30926 3.98815 13.83873
C -20.67365 5.44251 14.15045
C -19.93447 5.90386 15.41634
C -18.48739 6.30654 15.18903
C -18.46387 7.35738 14.05374
C -19.12890 6.96041 12.73476
N -20.41930 6.32578 13.01634
O -21.07439 5.90801 11.84678
C -19.33528 8.27260 11.97277
C -18.20445 6.01324 11.93887
C -22.16797 5.53247 14.51647
H -19.23332 3.98615 13.62354
H -20.78425 3.65487 12.91452
H -20.38143 3.22036 14.60875
H -20.47773 6.67497 15.96656
H -19.96065 5.03075 16.07768
H -17.92829 5.43384 14.84500
H -18.05012 6.71145 16.09894
H -17.40264 7.60318 13.92778
H -18.80901 8.32058 14.44418
H -18.38747 8.80394 11.88896
H -19.79044 8.15258 10.98861
H -19.99666 8.91655 12.55860
H -17.42451 6.53869 11.38823
H -17.74490 5.29141 12.61537
H -18.80714 5.44899 11.22526
H -22.79552 5.11612 13.72576
H -22.48524 6.53773 14.78625
H -22.32346 4.88059 15.38178
H -21.63139 6.65727 11.59560
C -21.30828 1.44176 6.34095
C -21.71077 0.35462 7.37726
C -20.56916 -0.69330 7.33112
C -19.28227 -0.18008 7.99246
C -19.60218 0.20844 9.46159
C -20.79457 1.16877 9.57576
N -21.88211 0.82226 8.72087
O -23.08680 1.52304 8.91307
C -21.26640 1.10147 11.03443
C -20.24871 2.60898 9.35218
C -23.04094 -0.21280 6.86132
H -21.18493 1.08214 5.31468
H -20.41558 2.02163 6.57171
H -22.13006 2.13956 6.12980
H -20.89282 -1.56008 7.92601
H -20.47131 -1.07328 6.31627
H -18.95928 0.67718 7.39352
H -18.49712 -0.93217 7.94430
H -18.71244 0.54865 9.98895
H -19.93072 -0.70802 9.96325
H -21.55618 0.08620 11.32132
H -20.57813 1.49052 11.79059
H -22.15090 1.71842 11.23138
H -19.58064 2.65070 8.48788
H -21.11208 3.26657 9.24460
H -19.57160 2.93511 10.14539
H -22.87745 -1.10367 6.24054
H -23.70840 0.45030 6.32045
H -23.54772 -0.72767 7.68644
H -22.81040 2.43802 8.72984
C -16.18224 2.75763 11.94494
C -14.77011 2.46949 11.41285
C -14.92800 1.21128 10.52834
C -15.63812 1.46037 9.20690
C -14.81297 2.49485 8.45176
C -14.59175 3.81058 9.22016
N -14.21216 3.56326 10.62453
O -14.06476 4.74469 11.38183
C -13.40079 4.50178 8.53566
C -15.85455 4.69733 9.11063
C -13.84561 2.14103 12.57495
H -16.24672 3.78067 12.32944
H -16.52275 2.04674 12.70128
H -16.96865 2.74380 11.18346
H -13.90862 0.84546 10.35457
H -15.39844 0.43215 11.13110
H -16.67039 1.79885 9.29816
H -15.65752 0.49608 8.69402
H -15.35036 2.72878 7.52619
H -13.84916 2.12941 8.09063
H -13.71314 4.84388 7.54882
H -13.07708 5.36692 9.11846
H -12.54392 3.83233 8.47523
H -15.62360 5.54339 9.76461
H -15.92939 5.08104 8.09429
H -16.75782 4.21524 9.47646
H -13.75590 2.90124 13.35142
H -12.82881 1.98478 12.19987
H -14.12035 1.20606 13.06866
H -13.10740 4.84731 11.40803
C -17.89231 -1.02375 14.31925
C -16.91924 -1.21536 13.16544
O -17.46045 -0.92711 11.89111
O -18.18070 0.37740 14.34249
H -17.46173 -1.24490 15.30070
H -18.79167 -1.63061 14.18092
H -16.59710 -2.25976 13.24796
H -15.98791 -0.64658 13.26532
H -17.88378 -0.06214 12.02583
H -19.10607 0.55337 14.56914
C -17.36667 -3.38682 9.52602
C -17.68667 -4.67582 8.81246
O -16.86902 -5.78163 9.22135
O -18.35838 -3.05844 10.49314
H -17.09683 -2.49257 8.95161
H -16.40053 -3.54073 10.03497
H -17.54156 -4.55524 7.73824
H -18.70624 -4.96046 9.07999
H -17.36405 -6.27292 9.87914
H -18.08133 -2.23495 10.94322
C -18.18172 -1.39821 3.73960
C -17.85697 0.10114 3.70100
O -18.76716 0.81119 4.54099
O -18.21026 -1.76844 5.10313
H -17.48242 -1.98978 3.14154
H -19.16633 -1.54484 3.27952
H -18.00150 0.56155 2.72481
H -16.81911 0.19342 4.04123
H -18.72907 0.29647 5.36378
H -18.61805 -2.65029 5.14478
C -18.49274 4.29738 6.19006
C -19.50442 4.30918 5.05043
O -19.96412 5.64596 4.87247
O -17.11744 4.37986 5.81739
H -18.57923 3.35868 6.75509
H -18.74637 5.06044 6.92633
H -20.30864 3.59411 5.24714
H -18.98762 4.06145 4.11491
H -20.49642 5.67877 4.05727
H -16.87280 3.50398 5.50743
C -22.56204 -2.84017 9.98759
C -23.19687 -3.02507 11.36387
O -22.19382 -3.03459 12.37399
O -21.42468 -3.72113 9.91285
H -22.22472 -1.80603 9.84952
H -23.18018 -3.09017 9.12730
H -23.89052 -3.85845 11.18971
H -23.89036 -2.21943 11.62091
H -22.67362 -3.14687 13.20017
H -20.86805 -3.37998 10.62888
C -22.69622 1.02162 0.98855
C -22.10966 1.86658 2.13582
O -23.20435 2.21823 3.00306
O -22.84580 -0.31402 1.43511
H -21.99041 1.05401 0.15750
H -23.64074 1.48301 0.68610
H -21.61590 2.75464 1.72349
H -21.38159 1.28482 2.70950
H -22.82110 2.96632 3.48278
H -23.31822 -0.26839 2.27421
C -26.10071 3.02683 7.60689
C -26.45769 3.76510 6.31024
O -27.76379 3.44708 5.88506
O -26.53874 3.71900 8.77247
H -25.00262 3.08183 7.67111
H -26.39228 1.97518 7.62342
H -25.80602 3.39130 5.51850
H -26.22694 4.82332 6.47082
H -28.44233 3.79704 6.46969
H -26.91787 3.11359 9.43162
C -23.19053 -0.40046 15.19482
C -22.26129 0.60812 14.57689
O -20.93853 0.67594 15.14971
O -23.58691 0.00868 16.50090
H -22.58578 -1.30508 15.35460
H -23.95944 -0.66783 14.46648
H -22.64852 1.62136 14.74824
H -22.02055 0.48282 13.52226
H -21.01590 1.06062 16.03079
H -24.53524 -0.14487 16.55495
C -26.31425 -0.28349 9.69489
C -27.62753 0.42335 10.00669
O -27.34941 1.76324 10.47722
O -25.67719 -0.85046 10.82988
H -25.68276 0.43023 9.16161
H -26.53631 -1.10187 9.00536
H -28.15252 -0.13806 10.78284
H -28.28001 0.56413 9.14583
H -27.43321 1.76873 11.43414
H -25.09119 -0.14616 11.13484
C -21.48982 -4.47103 6.16331
C -20.77189 -4.85564 4.87803
O -19.46380 -4.30259 4.84151
O -20.98715 -5.34545 7.16518
H -22.57657 -4.50644 6.01760
H -21.27075 -3.42703 6.40947
H -21.28183 -4.49405 3.98095
H -20.75273 -5.93828 4.71860
H -18.95281 -4.73811 5.53838
H -21.40673 -5.05396 7.98715
C -24.32826 6.09627 9.37022
C -23.32306 4.95288 9.28032
O -22.81800 4.79390 7.94443
O -23.73145 7.38067 9.38624
H -25.02799 5.93556 10.19057
H -24.99118 6.07506 8.49378
H -23.90938 4.05097 9.46145
H -22.58076 5.12164 10.06051
H -22.14615 5.48293 7.84576
H -23.05359 7.44267 8.70830
C -23.16975 5.70480 4.88628
C -23.21177 5.77362 3.37902
O -21.91460 5.51578 2.85910
O -23.04888 4.35982 5.28864
H -24.05036 6.16034 5.35840
H -22.37774 6.35268 5.28050
H -23.54592 6.76324 3.04732
H -23.90873 5.01506 3.00341
H -21.92055 5.61407 1.90357
H -23.13185 4.29627 6.25289
```

The total energy comes out at -4700.26110 Eh. The calculation puts the LUMO energy at -0.12 eV. The HOMO-LUMO gap is 7.88 eV. Its HOMO energy is -0.2937 Eh.

(2)
Entry from OMol25: 2 unconnected molecules or ions with the total composition C2H7NO4P at a distorted geometry (ωB97M-V with the def2-TZVPD basis set).

```
15
Properties=species:S:1:pos:R:3
C -1.41569 -1.40424 0.09156
C -0.22317 -0.71325 0.71906
N -0.25558 2.50810 -0.57135
O 1.96391 0.56663 0.28680
O 1.90538 -1.99439 -0.26349
O 0.61884 -0.24231 -1.75456
O -0.17928 -0.14324 1.81806
P 1.19077 -0.69054 -0.47835
H -2.09495 -0.58123 -0.25075
H -0.80944 -1.95391 -0.67055
H -1.88156 -1.91225 0.98896
H 0.29106 1.64838 -0.94732
H 0.07282 2.61929 0.42347
H -1.15176 1.95697 -0.57367
H 1.96864 0.33600 1.18215
```

The total charge is -1. The total energy comes out at -777.62162 Eh. The calculation puts the LUMO energy at 3.92 eV. The HOMO-LUMO gap is 8.87 eV. The energy above the lowest of the compared OMol25 structures with the same formula, charge and spin comes out at 0.245 eV. Its HOMO energy is -0.1818 Eh.

(3)
Entry from OMol25: C5H6F2N2O6 in the gas phase at a distorted geometry (ωB97M-V with the def2-TZVPD basis set).

```
21
Properties=species:S:1:pos:R:3
C 0.51018 -1.29056 -0.06686
C 2.43457 0.29549 -0.11110
C -1.61341 -2.17426 0.52284
C 1.33026 2.43893 -0.15753
C 3.79481 -0.32561 -0.08454
N 3.73139 -0.56073 -1.37794
N 4.83434 -0.42354 0.73770
O 0.80098 -1.97952 -0.99262
O 1.38170 -0.41333 0.55872
O 2.38253 -0.07490 -1.56960
O 4.43733 -0.84031 -2.27726
O -0.47117 -1.24106 0.74656
O 2.46172 1.57712 0.13177
F 4.45867 -0.94218 1.97041
F 5.42722 0.85804 1.03152
H -2.14178 -2.01997 -0.40255
H -2.36031 -1.92463 1.29023
H -1.23405 -3.13862 0.60033
H 0.43709 1.96508 0.38534
H 1.00486 2.66540 -1.22318
H 1.63226 3.38162 0.30535
```

The total energy comes out at -954.48535 Eh. The calculation puts the LUMO energy (alpha / beta) at -0.14 / -0.15 eV. The HOMO-LUMO gap (alpha / beta) is 9.96 / 9.96 eV. The energy above the lowest of the compared OMol25 structures with the same formula, charge and spin comes out at 1.138 eV. Its HOMO energy (alpha / beta) is -0.3713 / -0.3713 Eh.